(1)
Below is a molecular structure, C4H4O5Sr in a non-equilibrium geometry, with properties calculated with ωB97M-V with the def2-TZVPD basis set.

Each line ends with the Löwdin charge.
CARTESIAN COORDINATES (ANGSTROEM)
Sr (-1.41870, 0.73933, -0.38820)  1.81
O (0.67608, -0.52808, -1.08772)  0.03
H (4.24865, -1.22056, 1.31484)  0.17
H (2.86316, -3.34069, 0.76860)  0.17
C (-3.63070, 2.34648, -0.16444)  -0.04
H (4.39073, -1.13449, -0.55711)  0.16
H (2.80529, -2.81862, -0.94307)  0.18
O (-4.55273, 2.97066, -0.06792)  0.18
O (1.26841, -2.25533, 0.22963)  0.13
O (0.22076, -0.45136, 1.05296)  -0.01
C (2.60982, -2.49474, 0.10343)  -0.03
O (2.63731, -0.54093, 0.31455)  0.07
C (3.73718, -1.24707, 0.32781)  -0.03
C (0.98463, -0.88548, 0.11169)  -0.79

Calculated values
* max |F|: 4.71 eV Å⁻¹
* relative energy (zero: lowest compared OMol25 entry of this formula, charge and spin): 0.666 eV
* frontier orbital gap (alpha / beta): 8.4 / 6.4 eV
* energy: -560.9318 hartree
* M: 219.691 g mol⁻¹
* charge: +2

***

(2)
Below is a single C4H4OS molecule in a non-equilibrium geometry, with properties calculated with ωB97M-V with the def2-TZVPD basis set.

Each line ends with the Löwdin charge.
CARTESIAN COORDINATES (ANGSTROEM)
H (0.83032, 2.08746, -0.33950)  -0.01
C (-0.09583, 1.78165, -0.25527)  0.15
C (0.42149, -0.57226, -0.05554)  -0.65
S (2.01167, -0.36099, 0.06507)  0.74
H (-0.93079, 2.47828, -0.10985)  0.08
C (-1.85641, 0.10145, 0.29293)  -0.12
H (-2.78503, 0.69868, 0.84595)  0.18
O (-2.16326, -1.08446, -0.23511)  -0.07
H (-0.14652, -1.48140, -0.42525)  0.10
C (-0.44401, 0.46724, 0.16262)  -0.40

Calculated values
* max |F|: 8.80 eV Å⁻¹
* relative energy (zero: lowest compared OMol25 entry of this formula, charge and spin): 3.290 eV
* frontier orbital gap: 7.5 eV
* SMILES string: C=C(C=O)C=S
* energy: -628.1141 hartree
* M: 100.142 g mol⁻¹
* charge: 0

***

(3)
Below is a single C4H4OS molecule in a non-equilibrium geometry, with properties calculated with ωB97M-V with the def2-TZVPD basis set.

Each line ends with the Löwdin charge.
CARTESIAN COORDINATES (ANGSTROEM)
S (0.83268, -1.15373, 1.63708)  0.80
C (0.93777, -1.26515, -1.60246)  -0.22
H (-1.70446, 0.60729, 1.26762)  0.07
H (-0.47091, 1.22628, 1.88799)  0.03
C (0.16110, -0.12828, 0.53886)  -0.77
C (0.45234, -0.15796, -1.10463)  -0.04
H (-0.00882, 0.50834, -1.72752)  0.07
H (-0.81738, 1.68718, 0.23666)  0.07
C (-0.74904, 0.93081, 0.95549)  -0.16
O (1.36674, -2.25476, -2.08911)  0.15

Calculated values
* max |F|: 5.86 eV Å⁻¹
* multiplicity: 3
* relative energy (zero: lowest compared OMol25 entry of this formula, charge and spin): 0.693 eV
* frontier orbital gap (alpha / beta): 7.3 / 6.7 eV
* energy: -628.0797 hartree
* M: 100.142 g mol⁻¹
* charge: 0

***

(4)
Below is a single C4H4OS2 molecule in a non-equilibrium geometry, with properties calculated with ωB97M-V with the def2-TZVPD basis set.

Each line ends with the Löwdin charge.
CARTESIAN COORDINATES (ANGSTROEM)
H (1.66760, -0.67603, 1.64828)  0.11
S (0.10594, -2.45227, -0.32380)  0.86
S (-0.45765, 2.00971, -0.09521)  0.89
H (1.57267, 2.04800, 1.17866)  0.07
C (0.79332, 1.32105, 0.88695)  -0.42
H (-2.15611, 0.62188, -0.87176)  0.03
C (1.00246, -0.06583, 1.01379)  -0.24
C (-1.07419, 0.64888, -0.94669)  -0.31
C (0.19275, -1.01934, 0.34011)  -0.41
H (-0.51752, 0.16764, -1.71604)  0.02
O (-1.12928, -2.60368, -1.11429)  -0.59

Calculated values
* max |F|: 3.50 eV Å⁻¹
* relative energy (zero: lowest compared OMol25 entry of this formula, charge and spin): 4.521 eV
* frontier orbital gap (alpha / beta): 7.3 / 7.3 eV
* energy: -1026.2484 hartree
* M: 132.209 g mol⁻¹
* charge: 0

***

(5)
Below is a single C4H4OS2 molecule in a non-equilibrium geometry, with properties calculated with ωB97M-V with the def2-TZVPD basis set.

Each line ends with the Löwdin charge.
CARTESIAN COORDINATES (ANGSTROEM)
C (-0.78586, -0.59486, -0.14005)  -0.86
S (-2.40954, -0.53081, -0.18339)  0.75
S (1.65507, -0.83799, -0.11877)  0.87
C (0.14460, -1.33654, 0.76434)  -0.50
H (0.05656, -0.91062, 1.81934)  0.12
O (-0.25649, 1.87086, 0.84830)  0.04
C (0.26180, 1.67901, -0.24073)  -0.25
H (-0.11705, -2.42309, 0.83640)  0.10
H (0.74002, 2.49506, -0.81565)  0.13
H (0.39001, 0.31544, -1.93442)  0.11
C (0.32088, 0.27353, -0.83537)  -0.50

Calculated values
* max |F|: 2.31 eV Å⁻¹
* relative energy (zero: lowest compared OMol25 entry of this formula, charge and spin): 1.326 eV
* frontier orbital gap: 8.5 eV
* SMILES string: O=C[C@H]1SCC1=S
* energy: -1026.3658 hartree
* M: 132.209 g mol⁻¹
* charge: 0

***

(6)
Below is a single C4H4P2 molecule in a non-equilibrium geometry, with properties calculated with ωB97M-V with the def2-TZVPD basis set.

Each line ends with the Löwdin charge.
CARTESIAN COORDINATES (ANGSTROEM)
C (-1.95217, -1.32668, 0.72862)  -0.47
C (1.73269, -1.32048, -0.21296)  -0.62
H (-1.53585, -0.95631, 1.65936)  0.05
P (2.67979, -0.49250, 0.69777)  0.73
C (-1.13868, -1.01785, -0.47730)  -0.53
H (-0.05870, -2.71926, -0.33785)  0.08
H (0.84846, -1.97361, -1.64107)  0.07
P (-2.51290, -0.00750, -0.40342)  0.95
C (0.21627, -1.74487, -0.73918)  -0.25
H (-2.42509, -2.17760, 0.87212)  -0.01

Calculated values
* max |F|: 4.78 eV Å⁻¹
* relative energy (zero: lowest compared OMol25 entry of this formula, charge and spin): 3.003 eV
* frontier orbital gap: 8.4 eV
* SMILES string: P#CCC1=PC1
* energy: -837.2978 hartree
* M: 114.024 g mol⁻¹
* charge: 0

***

(7)
Below is a single C4H4P2 molecule in a non-equilibrium geometry, with properties calculated with ωB97M-V with the def2-TZVPD basis set.

Each line ends with the Löwdin charge.
CARTESIAN COORDINATES (ANGSTROEM)
P (-0.08654, 1.17798, -1.49173)  0.63
C (-1.02003, 0.46918, -0.07876)  -0.40
H (1.74898, -0.04454, 1.66139)  0.00
C (-0.36182, -0.54552, -0.93741)  -0.43
C (1.21400, 0.18954, 0.82385)  -0.22
H (-0.32712, -1.26898, 1.25971)  0.17
H (-2.01588, 0.17202, 0.14300)  0.08
C (0.01981, -0.45336, 0.48916)  -0.45
P (1.66614, 1.69518, -0.48320)  0.53
H (-0.83755, -1.39150, -1.38602)  0.09

Calculated values
* max |F|: 6.93 eV Å⁻¹
* relative energy (zero: lowest compared OMol25 entry of this formula, charge and spin): 1.465 eV
* frontier orbital gap (alpha / beta): 7.7 / 7.1 eV
* SMILES string: C1=P#P2[C@@H]3[C@H]1[C@@H]32
* energy: -837.3543 hartree
* M: 114.024 g mol⁻¹
* charge: 0

***

(8)
Below is a molecular structure, C4H4S in a non-equilibrium geometry, with properties calculated with ωB97M-V with the def2-TZVPD basis set.

Each line ends with the Löwdin charge.
CARTESIAN COORDINATES (ANGSTROEM)
C (0.94162, -0.45257, -0.01154)  -0.18
H (-0.19846, 2.06800, -0.68468)  0.07
H (-0.21392, 1.85035, 1.03877)  0.08
S (-1.37692, -0.01928, -0.13802)  0.78
H (-0.16529, -1.93548, -0.97258)  0.09
C (1.36470, 0.70998, -0.24281)  -0.07
C (-0.09591, -1.39842, 0.01703)  -0.43
C (0.05084, 1.30650, 0.09103)  -0.46
H (-0.30666, -2.12908, 0.90279)  0.11

Calculated values
* max |F|: 3.88 eV Å⁻¹
* relative energy (zero: lowest compared OMol25 entry of this formula, charge and spin): 4.859 eV
* frontier orbital gap: 8.8 eV
* energy: -552.8134 hartree
* M: 84.143 g mol⁻¹
* charge: 0

***

(9)
Below is a single C4H4S molecule in a non-equilibrium geometry, with properties calculated with ωB97M-V with the def2-TZVPD basis set.

Each line ends with the Löwdin charge.
CARTESIAN COORDINATES (ANGSTROEM)
C (0.54852, 0.36103, 0.08769)  -0.13
H (-1.97119, -1.25358, -1.09857)  0.10
C (-0.63586, -0.09783, -0.00058)  -0.64
H (1.94070, 1.03446, -1.05616)  0.05
C (1.61379, 1.12197, -0.03400)  0.01
H (-2.00410, -1.45704, 0.89256)  0.10
S (-2.10105, 0.83509, 0.00259)  0.86
H (2.29882, 1.74732, 0.61161)  0.08
C (-1.76346, -0.91318, -0.04840)  -0.42

Calculated values
* max |F|: 2.70 eV Å⁻¹
* relative energy (zero: lowest compared OMol25 entry of this formula, charge and spin): 3.302 eV
* frontier orbital gap: 9.1 eV
* SMILES string: C=C=C1CS1
* energy: -552.8707 hartree
* M: 84.143 g mol⁻¹
* charge: 0

***

(10)
Below is a molecular structure, C4H4S in a non-equilibrium geometry, with properties calculated with ωB97M-V with the def2-TZVPD basis set.

Each line ends with the Löwdin charge.
CARTESIAN COORDINATES (ANGSTROEM)
C (-0.80972, 0.62906, 0.16319)  0.05
C (0.57182, -0.03308, 0.44865)  -0.36
C (-0.85479, -0.66586, 0.15955)  0.08
H (0.79648, 0.06078, 1.48340)  0.10
H (1.29155, 0.22983, -1.48635)  0.03
C (1.58314, 0.04409, -0.49875)  -0.16
H (-0.80487, -1.57545, -0.39260)  0.11
H (-1.12917, 1.59715, 0.57368)  0.13
S (3.84819, -0.00798, 0.04716)  0.02

Calculated values
* max |F|: 5.19 eV Å⁻¹
* relative energy (zero: lowest compared OMol25 entry of this formula, charge and spin): 7.451 eV
* frontier orbital gap (alpha / beta): 6.5 / 6.5 eV
* energy: -552.7182 hartree
* M: 84.143 g mol⁻¹
* charge: 0

***

- Which of these has the lowest max |F|?
  number 5